56
Properties=species:S:1:pos:R:3:forces:R:3 method="wB97M-V/def2-TZVPD" total_charge=-1 e_lumo_ev="2.2 / 2.1" e_tot_ha=-5761.88541 s_squared=2.009 multiplicity=3
Ni -1.251988 -0.296864 -0.195129 -0.6 -0.1 -0.6
S 4.720838 -4.411806 1.118483 0.0 0.0 0.0
C 3.357495 -4.024168 0.272113 0.0 0.1 0.0
S 2.146722 -5.176770 -0.164363 0.0 -0.1 0.0
C 1.123828 -4.050946 -0.980036 0.0 0.3 0.0
C 1.476936 -2.753076 -0.990371 -0.1 -0.2 -0.1
S 0.334745 -1.798625 -1.899879 0.2 0.5 0.2
S 3.005302 -2.403030 -0.234111 0.0 -0.1 0.0
S -0.364185 -4.300107 -1.861846 0.2 -0.5 -0.4
C -4.551843 -0.159816 1.002574 0.1 0.0 0.0
P -3.345985 0.734622 -0.012074 -0.1 0.4 0.1
C -3.563435 2.436307 0.653320 0.0 0.0 -0.1
C -4.179029 0.866534 -1.629222 0.0 -0.1 0.0
H -5.501048 0.381553 0.993780 0.0 0.0 0.0
H -4.173921 -0.249127 2.020743 0.0 0.0 0.0
H -4.666767 -1.163778 0.605188 0.0 0.0 0.0
H -4.616682 2.726098 0.644463 0.0 0.0 0.0
H -2.995282 3.155793 0.063760 0.0 0.0 0.0
H -3.196813 2.462315 1.680903 0.0 0.0 0.0
H -5.169465 1.315531 -1.524449 0.0 0.0 0.0
H -4.263917 -0.144164 -2.026561 0.0 0.0 0.0
H -3.583530 1.466779 -2.318233 0.0 0.0 0.0
F -2.973511 -4.264637 -0.269061 0.1 0.2 -0.2
Te -1.775258 -2.926788 0.381709 -0.7 -2.2 1.1
F -0.394996 -5.964961 -1.661135 0.0 0.1 0.1
F -1.175762 -0.841342 1.683915 0.0 0.3 -0.5
F -3.039944 -2.834103 1.801204 0.0 0.3 -0.1
F -1.081569 -4.570020 1.432935 0.0 0.1 0.0
O -2.679406 -1.683416 -0.727384 0.4 0.6 0.3
C -0.108098 3.071506 -0.235132 0.0 -0.1 0.0
P 0.389467 1.314754 -0.092228 0.4 0.4 0.0
C 1.669631 1.244048 -1.388070 0.0 0.0 0.0
C 3.000718 0.961989 -1.111337 0.0 0.0 0.0
C 3.918200 0.839668 -2.148458 0.0 0.0 0.0
C 3.512761 1.012488 -3.461137 0.0 0.0 0.0
C 2.184834 1.311336 -3.742736 0.0 0.0 0.0
C 1.268208 1.415197 -2.712931 0.0 0.0 0.0
C 1.300427 1.233037 1.471193 -0.1 -0.1 0.1
C 1.695742 2.356024 2.193227 0.1 0.0 -0.1
C 2.350312 2.208099 3.407576 0.0 0.0 0.0
C 2.612616 0.939922 3.906585 0.0 0.0 0.0
C 2.217712 -0.184037 3.194814 0.0 0.0 0.0
C 1.552469 -0.037425 1.988778 0.0 0.0 0.0
H 0.770536 3.713325 -0.288063 0.0 0.0 0.0
H -0.730538 3.356163 0.612515 0.0 0.0 0.0
H -0.688438 3.193671 -1.149649 0.0 0.0 0.0
H 3.321671 0.822299 -0.086820 0.0 0.0 0.0
H 4.948694 0.595810 -1.924260 0.0 0.0 0.0
H 4.224983 0.896536 -4.267970 0.0 0.0 0.0
H 1.860842 1.433157 -4.768222 0.0 0.0 0.0
H 0.224191 1.600869 -2.942097 0.0 0.0 0.0
H 1.503445 3.351651 1.814644 0.0 0.0 0.0
H 2.656854 3.085152 3.963666 0.0 0.0 0.0
H 3.113364 0.827952 4.859959 0.0 0.0 0.0
H 2.402862 -1.176120 3.584425 0.0 0.0 0.0
H 1.205001 -0.915071 1.460466 0.0 0.0 0.0


13
Properties=species:S:1:pos:R:3:forces:R:3 method="wB97M-V/def2-TZVPD" de_lowest_kcal_mol=29.3 smiles="C=NC.C" e_lumo_ev=1.3 e_tot_ha=-174.40636 multiplicity=1
C 1.953235 -2.644454 6.756341 0.6 -0.4 0.1
H 1.410394 -1.825223 7.216607 0.0 0.2 -0.3
H 1.422900 -3.576781 6.940464 0.0 0.0 0.0
H 2.134085 -2.549598 5.687128 -0.4 0.3 0.0
H 2.949488 -2.704809 7.199091 -0.1 0.0 0.2
C -0.851170 1.838959 -1.929439 -0.3 -0.2 -0.2
C -0.498757 0.337705 -3.671919 -0.3 0.5 1.1
N -1.345653 0.995646 -3.005944 -0.3 0.4 -0.7
H -0.972925 1.290883 -0.996603 0.3 0.1 0.2
H 0.170908 2.179030 -2.117486 0.2 -0.3 0.3
H -1.466250 2.735366 -1.862277 -0.1 -0.1 0.0
H -0.838278 -0.189582 -4.554048 0.3 -0.4 0.0
H 0.521891 0.319691 -3.270736 0.3 -0.2 -0.8


14
Properties=species:S:1:pos:R:3:forces:R:3 method="wB97M-V/def2-TZVPD" de_lowest_kcal_mol=18.3 smiles="CC(=O)[C@H](C)O" e_lumo_ev=0.9 e_tot_ha=-307.68332 multiplicity=1
C 1.909275 0.046556 0.080607 0.0 0.0 0.0
C 0.552008 0.724773 0.060134 0.0 0.4 -0.2
O 0.503275 1.861756 -0.374878 0.0 -0.3 0.1
C -1.191190 -1.080216 -0.405098 0.1 -0.1 -0.1
C -0.806128 0.104063 0.484523 0.2 -0.1 0.0
O -1.774468 1.109408 0.373883 0.0 0.1 0.0
H 2.094553 -0.626183 0.921689 -0.3 0.0 -0.1
H 2.065760 -0.515054 -0.849312 -0.2 0.0 0.2
H 2.647359 0.854527 0.086419 -0.1 -0.2 0.0
H -1.125616 -0.796608 -1.460484 0.0 -0.1 0.1
H -0.564696 -1.958665 -0.219255 0.0 0.1 -0.1
H -0.778272 -0.239155 1.531810 0.3 0.1 -0.2
H -2.233672 -1.343145 -0.196951 0.2 0.0 0.0
H -1.298184 1.857939 -0.033092 -0.2 0.0 0.1


73
Properties=species:S:1:pos:R:3:forces:R:3 method="wB97M-V/def2-TZVPD" total_charge=+1 e_lumo_ev=-4.7 e_tot_ha=-2734.40604 multiplicity=1
C 3.230577 -3.612794 1.964765 0.6 -0.5 0.6
C 3.231597 -4.847382 0.986098 -0.8 0.3 0.2
C 1.847526 -5.050949 0.227317 1.7 -0.5 1.6
O 1.165010 -3.788149 0.053335 -0.1 -0.6 -1.9
C 0.460577 -3.699931 -1.152538 -1.7 -0.2 2.1
N 1.088608 -2.548053 -1.938457 0.1 0.5 -2.3
Cl 0.008485 -2.016671 -3.231953 0.0 -0.5 0.0
P 2.707351 -3.132094 -2.580298 3.5 -1.7 -0.4
O 2.402747 -4.575880 -3.403437 -0.5 2.6 0.7
O 3.245353 -2.013424 -3.700384 -2.0 -1.2 1.0
P 1.331401 -1.103810 -0.868512 -1.5 4.0 4.1
O 0.242880 -0.969543 0.160139 2.3 -1.4 -2.3
O 2.850065 -1.182554 -0.206613 -2.3 -0.1 -2.0
O 1.242380 0.264338 -1.827393 1.2 -2.8 0.8
H 3.715000 -3.953913 2.916742 -0.4 0.4 -0.8
H 2.216713 -3.246330 2.239009 0.7 -0.3 -0.4
H 3.850005 -2.764307 1.599350 -0.6 -0.6 0.1
H 4.089133 -4.784431 0.272189 -0.7 -0.1 0.5
H 3.340784 -5.765372 1.615888 0.1 0.6 -0.7
H 1.214020 -5.662974 0.915141 0.3 0.3 -0.9
H 2.092226 -5.576594 -0.724057 -0.7 0.4 0.5
H -0.589248 -3.369142 -0.935077 0.9 0.0 -0.3
H 0.398413 -4.641471 -1.740543 0.5 0.8 0.0
H 3.031488 -5.186448 -2.983154 -0.2 -0.1 -0.2
H 4.175260 -1.843188 -3.483992 0.0 0.0 -0.1
H 3.525451 -0.975948 -0.875801 0.1 0.1 0.3
H 1.391087 0.976118 -1.172636 -0.2 0.1 -0.2
C -1.399265 0.896275 -3.190324 -0.5 0.3 -0.1
O -2.706657 1.249779 -3.573704 0.1 -0.2 0.1
C -3.217371 0.375428 -4.571972 0.0 0.6 0.1
C -4.709554 0.593776 -4.755657 -0.1 -0.4 0.0
O -5.493859 -0.102096 -3.793662 0.2 0.2 0.0
C -5.529012 0.482007 -2.493504 -0.4 -0.1 -0.1
C -6.428370 1.703412 -2.417802 0.5 0.3 0.1
O -5.730740 2.855613 -2.870054 0.0 -0.1 -0.2
C -6.599301 3.955156 -3.058004 0.2 -0.1 0.0
H -0.722453 0.914593 -4.053064 0.1 -0.1 0.0
H -1.055005 1.622695 -2.456026 -0.1 0.0 0.0
H -1.396620 -0.094592 -2.726496 -0.1 0.2 0.0
H -3.030101 -0.667900 -4.285941 -0.1 -0.1 0.0
H -2.698013 0.596640 -5.513345 0.0 -0.2 -0.1
H -4.994104 0.166938 -5.720355 0.0 0.0 0.0
H -4.963201 1.654727 -4.781642 0.2 0.1 0.1
H -4.522987 0.696866 -2.128606 0.0 0.2 0.0
H -5.952785 -0.288711 -1.845187 0.0 0.0 -0.1
H -6.724345 1.873596 -1.375089 -0.2 -0.1 0.0
H -7.323396 1.543053 -3.029834 0.0 -0.1 0.1
H -7.326335 3.737469 -3.847389 -0.1 0.0 0.1
H -5.999327 4.810613 -3.366007 0.0 -0.1 0.0
H -7.119009 4.203831 -2.127239 -0.1 0.0 0.0
C 0.694498 4.589333 5.958587 0.1 -0.1 -0.2
O 1.585543 3.714706 5.294628 -0.1 -0.1 0.0
C 2.195242 2.799587 6.194912 0.1 0.3 -0.4
C 2.911828 1.703753 5.425353 -0.1 -0.1 0.3
O 2.038295 0.658324 5.004710 0.0 0.2 -0.2
C 1.214857 0.963180 3.885205 0.1 -0.3 0.1
C 1.970519 0.927133 2.568015 -0.1 0.5 0.1
O 2.645216 2.161355 2.349427 0.2 -0.1 -0.1
C 3.553355 2.080424 1.278633 -0.1 0.2 0.5
H 1.214558 5.157709 6.735711 -0.1 0.0 0.1
H 0.293857 5.284306 5.221364 0.1 0.0 0.0
H -0.137449 4.026949 6.394920 0.0 0.1 0.1
H 1.435765 2.356195 6.848695 0.1 -0.1 0.1
H 2.922266 3.353548 6.801737 0.0 -0.1 0.2
H 3.623058 1.227035 6.103915 -0.1 0.0 0.0
H 3.482137 2.105222 4.586039 -0.1 0.2 0.0
H 0.689691 1.909553 4.025508 0.1 0.1 -0.2
H 0.460627 0.172711 3.860850 0.1 0.0 0.0
H 1.259343 0.781532 1.744845 0.0 -0.2 0.0
H 2.693797 0.102254 2.577101 -0.1 -0.1 0.0
H 4.348190 1.360297 1.503488 0.0 -0.1 -0.2
H 4.003895 3.062543 1.141342 -0.1 0.0 0.0
H 3.037829 1.794084 0.350790 0.0 -0.1 -0.1


15
Properties=species:S:1:pos:R:3:forces:R:3 method="wB97M-V/def2-TZVPD" total_charge=+3 de_lowest_kcal_mol=40.4 e_lumo_ev="-16.4 / -16.4" e_tot_ha=-2464.01251 s_squared=6.009 multiplicity=5
Cd -1.984976 2.321640 3.988565 0.0 -0.5 -0.5
Fe -1.001819 1.378562 -1.526136 3.1 -1.8 -0.5
Pb 1.453147 -1.844448 1.565527 -0.3 0.2 -2.8
N -0.558301 -1.805233 -1.530046 -1.5 -5.0 1.8
O -0.480597 -0.863860 -2.239729 2.0 7.3 -1.6
O 0.244296 -2.168214 -0.576954 2.0 1.3 1.9
O -1.404751 -2.582129 -1.773235 -2.2 -2.3 0.2
N 2.073229 0.899951 -1.011638 2.3 -0.9 -5.8
O 1.040926 1.548521 -1.242197 -5.9 3.1 0.3
O 2.864492 0.925813 -1.930156 0.7 -0.1 1.5
O 2.126072 0.178470 -0.066952 0.4 -2.3 4.5
N -1.114304 0.454973 1.596717 3.6 -1.2 -2.8
O -0.335052 -0.149423 2.296613 0.6 -1.5 1.0
O -1.105963 0.408352 0.378866 -0.2 -1.2 -0.7
O -1.816398 1.297026 2.070757 -4.6 4.9 3.5


18
Properties=species:S:1:pos:R:3:forces:R:3 method="wB97M-V/def2-TZVPD" total_charge=+1 de_lowest_kcal_mol=132.8 smiles="[H]/N=[N+]1/N[C@H](C)N(C)N1" e_lumo_ev=-4.4 e_tot_ha=-393.64641 multiplicity=1
C -0.639917 -0.639893 0.411212 2.2 -0.8 -1.0
C -0.884669 -1.774397 -0.603318 -1.6 -1.2 2.2
C -1.117510 1.857208 0.374014 2.7 -4.0 5.0
N 2.750215 0.005754 -0.033317 1.0 -0.6 0.3
N 0.833582 -0.622953 0.925166 -3.6 0.9 -1.1
N 0.604082 0.663374 -0.878256 0.1 -1.1 0.5
N -0.659106 0.629846 -0.266210 -0.6 0.2 -1.1
N 1.535639 0.009342 0.014308 0.0 0.5 0.3
H -1.152043 -0.866343 1.333746 -1.0 1.0 0.0
H -0.330703 -1.716717 -1.462330 1.7 0.8 -2.1
H -1.966926 -1.657341 -0.982918 1.5 -0.8 1.1
H -0.514796 -2.786898 -0.171125 -1.5 1.5 -0.4
H -2.064890 1.589933 0.750236 -1.5 0.5 -0.1
H -0.481625 1.950484 1.354764 -0.9 0.7 -1.6
H -1.001531 2.622987 -0.255360 -0.1 3.1 -2.2
H 3.141101 0.624945 -0.729251 -0.1 0.3 -0.4
H 0.985018 -1.431163 1.477067 2.0 -0.8 0.1
H 0.964077 1.541831 -1.258430 -0.3 -0.1 0.4